Entry 1:
98
Properties=species:S:1:pos:R:3:forces:R:3 method="wB97M-V/def2-TZVPD" lumo_ev="0.522 / -1.316" homo_ha="-0.264 / -0.284" orbital_gap_ha="0.2833 / 0.2356" spin_multiplicity=3
Au 1.1977 -0.1386 -0.8384 0.5 -0.2 -0.1
C 2.6119 3.6251 -0.6696 -0.8 0.0 -0.1
Si 0.7217 3.6784 -0.9145 0.2 0.1 -0.4
C 0.4435 4.1106 -2.7550 0.1 -0.2 0.7
C -0.0377 5.1163 0.0882 0.3 -0.6 -0.2
N -0.0271 2.1494 -0.5968 -0.2 0.1 0.6
P -0.5123 1.5322 0.7895 0.0 1.0 0.0
C 0.1705 -0.0514 1.0434 -0.6 0.0 -0.9
P -0.5837 -1.6154 0.8642 0.4 -1.2 0.0
N -0.0704 -2.2349 -0.5040 -0.5 -0.2 0.6
Si 0.0623 -3.7660 -1.2896 0.2 0.4 -0.5
C 1.9265 -4.0289 -1.6072 -0.8 0.0 0.0
C -0.8951 -3.5734 -2.9388 0.4 -0.2 0.5
C -0.6681 -5.3153 -0.4399 0.3 0.7 -0.1
C 0.0192 -2.5634 2.2951 -0.2 0.2 -0.2
C -0.4743 -3.8312 2.5785 -0.1 0.1 0.0
C 0.1271 -4.6091 3.5509 0.0 -0.2 0.1
C 1.2284 -4.1300 4.2435 0.0 0.0 0.0
C 1.7077 -2.8571 3.9794 0.1 -0.1 0.1
C 1.1127 -2.0809 3.0033 -0.1 0.1 0.0
C -2.4020 -1.7021 0.8826 0.5 0.2 0.1
C -3.0154 -1.4048 -0.3295 0.1 0.0 0.0
C -4.3901 -1.4455 -0.4357 -0.1 0.1 -0.1
C -5.1571 -1.7881 0.6662 0.0 0.0 0.1
C -4.5457 -2.0786 1.8749 -0.1 -0.1 0.1
C -3.1677 -2.0293 1.9926 0.1 0.0 -0.1
C -2.3204 1.6590 0.9256 0.4 -0.3 0.0
C -2.9613 1.1274 2.0390 0.0 0.1 -0.1
C -4.3189 1.3235 2.2022 0.0 0.0 0.2
C -5.0330 2.0547 1.2643 0.0 0.1 0.0
C -4.3961 2.5733 0.1490 -0.1 0.0 0.0
C -3.0385 2.3682 -0.0252 0.1 0.0 0.0
C 0.0574 2.4875 2.2267 -0.1 -0.2 -0.3
C 1.4090 2.3899 2.5373 0.0 -0.1 0.0
C 1.9444 3.1756 3.5396 0.2 0.0 0.0
C 1.1359 4.0598 4.2355 0.0 0.0 0.0
C -0.2137 4.1400 3.9419 0.0 0.1 0.1
C -0.7527 3.3656 2.9314 -0.1 -0.1 0.0
H 3.0568 4.5761 -0.9447 0.1 0.3 -0.1
H 3.0553 2.8572 -1.2969 0.0 -0.2 -0.1
H 2.8955 3.4051 0.3541 0.0 0.0 0.2
H 0.9589 5.0383 -2.9820 0.1 0.2 0.0
H -0.6013 4.2555 -3.0043 -0.3 0.0 0.0
H 0.8415 3.3487 -3.4149 0.1 -0.2 -0.1
H 0.0958 6.0536 -0.4428 0.1 0.2 -0.2
H 0.4192 5.2190 1.0677 0.1 0.0 0.2
H -1.1035 4.9700 0.2362 -0.2 0.0 0.0
H 2.4051 -3.0886 -1.8641 0.0 0.3 0.0
H 2.0995 -4.7286 -2.4174 0.1 -0.2 -0.2
H 2.4351 -4.4088 -0.7269 0.0 -0.1 0.2
H -0.9325 -2.5343 -3.2510 0.0 0.2 0.0
H -1.9195 -3.9236 -2.8490 -0.2 -0.1 0.1
H -0.4259 -4.1446 -3.7330 0.1 -0.2 -0.2
H -0.1104 -5.6126 0.4422 0.1 0.0 0.2
H -0.6568 -6.1520 -1.1318 0.1 -0.1 -0.3
H -1.7032 -5.1588 -0.1488 -0.2 0.1 0.0
H -1.3336 -4.1943 2.0328 0.0 -0.1 0.0
H -0.2648 -5.5908 3.7770 0.0 -0.1 0.0
H 1.7095 -4.7418 4.9939 0.0 0.0 0.0
H 2.5444 -2.4704 4.5415 0.1 0.0 0.0
H 1.4747 -1.0854 2.7868 0.1 0.1 0.0
H -2.3950 -1.1489 -1.1795 0.0 0.0 -0.1
H -4.8617 -1.2066 -1.3772 -0.1 0.0 -0.1
H -6.2339 -1.8152 0.5877 -0.1 0.0 0.0
H -5.1461 -2.3379 2.7344 -0.1 0.0 0.1
H -2.6873 -2.2343 2.9408 0.0 0.0 0.0
H -2.3835 0.5690 2.7666 -0.1 0.0 0.1
H -4.8171 0.9190 3.0717 -0.1 0.0 0.0
H -6.0876 2.2311 1.4146 -0.1 0.0 0.0
H -4.9516 3.1546 -0.5739 0.0 0.0 0.0
H -2.5160 2.7657 -0.8836 0.0 0.1 -0.1
H 2.0246 1.6964 1.9784 0.1 0.0 0.0
H 2.9930 3.0944 3.7806 0.1 0.0 0.0
H 1.5611 4.6931 4.9988 0.0 0.0 0.1
H -0.8537 4.8043 4.5009 0.0 0.1 0.0
H -1.8034 3.4486 2.6928 -0.1 0.0 0.0
Br 7.9624 0.0465 -0.8692 -0.1 0.0 0.0
C 6.0555 -0.0088 -0.8516 0.3 0.0 0.0
C 5.3596 0.3242 -1.9979 0.1 0.0 0.0
C 3.9732 0.2888 -1.9688 0.1 0.0 0.0
C 3.2893 -0.0825 -0.8214 -0.4 0.0 -0.1
C 4.0152 -0.4154 0.3121 0.0 0.0 0.1
C 5.4022 -0.3762 0.3090 0.0 0.1 0.0
H 5.8879 0.5991 -2.8996 0.0 0.0 0.0
H 3.4266 0.5600 -2.8604 0.0 0.1 -0.2
H 3.5043 -0.7178 1.2146 -0.1 0.0 0.1
H 5.9671 -0.6144 1.1985 0.0 -0.1 0.0
C -0.2032 0.1399 -5.7456 0.0 0.0 0.2
C -0.7408 0.9464 -4.7554 0.0 -0.1 -0.1
C -0.3259 0.7599 -3.4478 -0.4 0.3 -0.2
N 0.5855 -0.1419 -3.1119 0.4 0.1 0.3
C 1.1085 -0.9123 -4.0555 0.1 -0.2 -0.3
C 0.7303 -0.8198 -5.3839 0.0 0.1 0.0
H -0.5066 0.2506 -6.7765 0.0 0.0 -0.1
H -1.4607 1.7143 -4.9905 -0.1 0.1 0.0
H -0.7163 1.3499 -2.6306 0.0 0.1 0.1
H 1.8473 -1.6290 -3.7281 0.1 -0.1 0.0
H 1.1615 -1.4779 -6.1211 0.1 -0.1 0.0



Entry 2:
106
Properties=species:S:1:pos:R:3:forces:R:3 method="wB97M-V/def2-TZVPD" lumo_ev=-2.497 homo_ha=-0.376 e_above_lowest_kcal_mol=0.0 orbital_gap_ha=0.2846 charge=+1
Tl -0.4392 -0.0421 -1.3643 0.1 -0.5 -0.2
N 1.9245 -1.4832 -5.0794 0.0 0.0 0.0
C 1.4157 -1.0527 -3.8953 0.0 0.2 -0.1
S -0.1160 -1.6690 -3.4443 0.0 0.0 0.1
N 2.1851 -0.1498 -3.3000 -0.2 0.0 0.1
N 1.7538 0.2881 -2.0874 0.2 0.0 -0.1
C 2.5775 0.9548 -1.3672 -0.1 0.0 0.2
C 3.9661 1.2651 -1.7852 0.0 0.0 -0.1
C 5.0208 0.5500 -1.2317 0.0 0.0 0.0
C 6.3252 0.8385 -1.6087 0.0 0.0 0.0
C 6.5748 1.8503 -2.5236 0.0 0.0 0.0
C 5.5202 2.5752 -3.0643 0.1 0.0 0.0
C 4.2160 2.2809 -2.7012 0.0 0.0 0.1
C 2.1152 1.4138 -0.0290 0.1 0.0 -0.1
C 2.8814 2.2672 0.7582 0.0 0.0 0.0
C 2.3840 2.6555 1.9889 0.0 0.0 0.0
C 1.1446 2.1847 2.4041 0.0 0.0 0.0
C 0.4504 1.3444 1.5546 0.0 -0.1 0.0
N 0.9341 0.9666 0.3781 -0.1 0.2 0.0
H 1.4895 -2.2729 -5.5220 0.0 0.0 0.0
H 2.9103 -1.3345 -5.2263 0.0 0.0 0.0
H 4.8179 -0.2392 -0.5163 0.0 0.0 0.0
H 7.1448 0.2731 -1.1857 0.0 0.0 0.0
H 7.5920 2.0787 -2.8123 0.0 0.0 0.0
H 5.7175 3.3743 -3.7668 0.0 0.0 0.0
H 3.3895 2.8479 -3.1116 0.0 0.0 0.0
H 3.8369 2.6233 0.4026 0.0 0.0 0.0
H 2.9559 3.3247 2.6175 0.0 0.0 0.0
H 0.7253 2.4595 3.3617 0.0 0.0 0.0
H -0.5238 0.9469 1.8213 0.0 0.0 0.0
C -0.5560 -6.0913 2.7918 0.0 0.0 0.0
C -1.3267 -5.0458 3.5462 0.0 0.0 0.0
C -2.0457 -5.3665 4.6904 0.0 0.0 0.0
C -2.7657 -4.4091 5.3896 0.0 0.0 0.0
C -2.7513 -3.0934 4.9573 0.0 0.0 0.0
C -2.0254 -2.7421 3.8292 0.0 0.0 0.0
C -1.3346 -3.7148 3.1135 0.0 -0.1 0.0
N -0.5767 -3.3964 1.9593 0.1 0.1 0.0
C -0.8548 -2.4714 0.9794 -0.1 -0.1 -0.1
N -2.1897 -2.2068 0.8352 0.0 0.0 0.0
C -2.9631 -1.3202 0.0496 0.0 -0.1 0.1
C -2.4847 -0.3542 -0.8354 0.0 0.1 0.2
C -3.3901 0.4424 -1.5366 0.0 0.0 0.0
C -4.7534 0.2996 -1.3709 0.0 0.0 0.0
C -5.2220 -0.6601 -0.4857 0.0 0.0 0.0
C -4.3579 -1.4729 0.2270 0.0 0.0 0.0
C -4.9242 -2.5097 1.1620 0.0 0.0 0.0
N 0.0686 -1.9787 0.2262 0.2 0.1 0.0
C 1.4225 -2.3321 0.5158 -0.1 0.0 0.0
C 2.1283 -1.6571 1.5105 0.0 0.1 0.0
C 3.4646 -1.9304 1.7516 0.0 0.0 0.0
C 4.1125 -2.8975 0.9970 0.0 0.0 0.0
C 3.3984 -3.6093 0.0467 0.0 0.0 0.0
C 2.0487 -3.3634 -0.1969 0.0 0.0 0.0
C 1.2761 -4.2475 -1.1320 0.0 0.0 0.0
H -0.7490 -7.0806 3.2014 0.0 0.0 0.0
H 0.5233 -5.9227 2.8495 0.0 0.0 0.0
H -0.8274 -6.0976 1.7346 0.0 0.0 0.0
H -2.0485 -6.3947 5.0301 0.0 0.0 0.0
H -3.3267 -4.6898 6.2702 0.0 0.0 0.0
H -3.2899 -2.3312 5.5047 0.0 0.0 0.0
H -1.9851 -1.7079 3.5126 0.0 0.0 0.0
H 0.3579 -3.7736 1.9167 0.0 0.0 0.0
H -2.7558 -2.8105 1.4072 0.0 0.0 0.0
H -3.0108 1.1806 -2.2340 0.0 0.0 0.0
H -5.4440 0.9141 -1.9327 0.0 0.0 0.0
H -6.2877 -0.7929 -0.3468 0.0 0.0 0.0
H -6.0111 -2.4757 1.1456 0.0 0.0 0.0
H -4.6103 -2.3554 2.1982 0.0 0.0 0.0
H -4.6302 -3.5235 0.8748 0.0 0.0 0.0
H 1.6129 -0.9192 2.1087 0.0 0.0 0.0
H 3.9931 -1.3932 2.5287 0.0 0.0 0.0
H 5.1575 -3.1195 1.1682 0.0 0.0 0.0
H 3.8894 -4.3963 -0.5131 0.0 0.0 0.0
H 1.9514 -4.8619 -1.7268 0.0 0.0 0.0
H 0.6435 -3.6745 -1.8028 -0.1 0.1 -0.1
H 0.6270 -4.9255 -0.5696 0.0 0.0 0.0
C -3.2937 3.6092 3.1429 0.0 0.0 0.0
C -2.8462 5.0089 2.7330 0.0 0.0 0.0
C -1.4445 5.3133 3.2500 0.0 0.0 0.0
C -2.9488 5.2360 1.2239 0.1 0.0 -0.1
N -2.0771 4.3516 0.4545 0.0 0.1 0.0
C -2.2372 3.0821 0.0692 0.0 0.0 0.0
N -1.1468 2.6923 -0.5443 -0.2 0.1 0.1
N -0.3122 3.7510 -0.5224 0.1 0.0 -0.1
N -0.8595 4.7488 0.0654 0.1 0.0 0.1
H -3.3445 3.5290 4.2285 0.0 0.0 0.0
H -2.5841 2.8528 2.7970 0.0 0.0 0.0
H -4.2797 3.3600 2.7453 0.0 0.0 0.0
H -3.5434 5.7303 3.1705 0.0 0.0 0.0
H -0.7147 4.6224 2.8219 0.0 0.0 0.0
H -1.4061 5.2121 4.3346 0.0 0.0 0.0
H -1.1288 6.3244 2.9925 0.0 0.0 0.0
H -2.6393 6.2468 0.9635 0.0 0.0 0.0
H -3.9667 5.0833 0.8643 0.0 0.0 0.0
H -3.1223 2.4921 0.2327 0.0 0.0 0.0
N 1.6518 1.9451 -5.7679 -0.1 0.1 0.0
C 0.5002 2.4284 -6.2627 -0.2 -0.1 -0.1
N 0.5146 2.9551 -7.4982 0.0 0.0 0.0
N -0.6595 2.4313 -5.6244 0.4 0.0 0.1
C -0.6391 1.9946 -4.3890 0.0 -0.1 0.0
N -0.6555 1.6093 -3.2957 -0.1 0.1 -0.1
H 2.4841 1.9195 -6.3285 0.0 0.0 0.0
H 1.6583 1.4089 -4.9105 0.1 -0.1 0.1
H 1.3263 2.9252 -8.0854 0.0 0.0 0.0
H -0.3526 3.2963 -7.8717 0.0 0.0 0.0